Record 1
This record from the OMol25 dataset describes a molecular structure, AgBr2GaH2. The level of theory is ωB97M-V with the def2-TZVPD basis set.

Geometry as XYZ:
```
6
Properties=species:S:1:pos:R:3
Br 0.698 1.805 0.430
Br -1.297 -1.293 0.774
Ag -0.868 0.986 2.389
Ga 0.260 -0.260 -0.521
H 1.521 -1.127 -0.977
H -0.313 -0.113 -2.096
```

Its spin multiplicity is 2. Its molar mass is 339.42 g/mol. The LUMO energy (spin up / spin down) is -5.318 / -8.682 eV. The gap between HOMO and LUMO (spin up / spin down) comes out at 9.6 / 6.3 eV. As for the charge: +1. The calculation puts the HOMO energy (spin up / spin down) at -14.96 / -14.94 eV. For the calculated total energy, the calculation gives -7220.67465 hartree. As for the expectation value of S²: 0.762.

***

Record 2
This record from the OMol25 dataset describes a molecular structure, AgBrCl3. The level of theory is ωB97M-V with the def2-TZVPD basis set.

Geometry as XYZ:
```
5
Properties=species:S:1:pos:R:3
Br -1.658 1.193 1.232
Cl -1.416 -0.348 -2.388
Cl 1.351 -1.330 2.263
Ag -0.057 -0.840 -0.086
Cl 1.780 1.325 -1.021
```

Its spin multiplicity is 2. The energy relative to the best compared isomer or geometry (same formula, charge and spin) is 17.16 kcal per mole. Its molar mass is 294.13 g/mol. The LUMO energy (spin up / spin down) is 5.696 / 2.930 eV. The gap between HOMO and LUMO (spin up / spin down) comes out at 7.1 / 4.2 eV. As for the charge: -2. The calculation puts the HOMO energy (spin up / spin down) at -1.43 / -1.31 eV. For the calculated total energy, the calculation gives -4101.64436 hartree. As for the expectation value of S²: 0.759.

***

Record 3
This record from the OMol25 dataset describes a molecular structure, AgCl3. The level of theory is ωB97M-V with the def2-TZVPD basis set.

Geometry as XYZ:
```
4
Properties=species:S:1:pos:R:3
Cl -10.074 0.494 23.977
Ag -8.592 2.873 23.786
Cl -10.015 5.220 23.230
Cl -7.047 1.314 22.119
```

Its spin multiplicity is 1. The energy relative to the best compared isomer or geometry (same formula, charge and spin) is 11.78 kcal per mole. Its molar mass is 214.23 g/mol. The LUMO energy is 6.489 eV. The gap between HOMO and LUMO comes out at 7.5 eV. As for the charge: -2. The calculation puts the HOMO energy at -1.03 eV. For the calculated total energy, the calculation gives -1527.65484 hartree.

***

Record 4
This record from the OMol25 dataset describes a molecular structure, AgI. The level of theory is ωB97M-V with the def2-TZVPD basis set.

Geometry as XYZ:
```
2
Properties=species:S:1:pos:R:3
I -0.470 0.054 -0.972
Ag 0.470 -0.054 0.972
```

Its spin multiplicity is 2. The energy relative to the best compared isomer or geometry (same formula, charge and spin) is 36.72 kcal per mole. Its molar mass is 234.77 g/mol. The LUMO energy (spin up / spin down) is -6.027 / -9.138 eV. The gap between HOMO and LUMO (spin up / spin down) comes out at 10.0 / 6.6 eV. As for the charge: +1. The calculation puts the HOMO energy (spin up / spin down) at -16.00 / -15.70 eV. For the calculated total energy, the calculation gives -444.28177 hartree. As for the expectation value of S²: 0.753.

***

Record 5
This record from the OMol25 dataset describes a molecular structure, AlBH7NO3PS. The level of theory is ωB97M-V with the def2-TZVPD basis set.

Geometry as XYZ:
```
15
Properties=species:S:1:pos:R:3
Al -0.041 -0.932 0.185
P -1.960 0.395 -0.212
H 3.543 0.673 0.845
O -2.468 1.247 1.133
O 1.950 0.999 -1.186
H -2.818 2.073 0.813
B 1.775 0.077 -0.091
H -0.157 -2.119 -0.912
N 2.953 -0.136 0.742
H -0.121 -1.621 1.629
H 2.749 -0.579 1.616
O -3.210 -0.687 -0.599
S -1.831 1.638 -1.730
H -2.851 -1.553 -0.431
H 2.488 0.525 -1.801
```

Its spin multiplicity is 1. Its molar mass is 169.90 g/mol. The LUMO energy is 3.307 eV. The gap between HOMO and LUMO comes out at 7.8 eV. As for the charge: -1. The calculation puts the HOMO energy at -4.54 eV. For the calculated total energy, the calculation gives -1291.69359 hartree.

***

Record 6
This record from the OMol25 dataset describes a molecular structure, AlH4O2. The level of theory is ωB97M-V with the def2-TZVPD basis set.

Geometry as XYZ:
```
7
Properties=species:S:1:pos:R:3
O 4.699 1.599 -23.275
Al 4.488 -0.263 -24.012
H 5.283 0.589 -21.349
O 5.144 -0.075 -22.025
H 4.844 1.686 -22.333
H 5.340 -0.905 -21.590
H 5.105 2.378 -23.654
```

Its spin multiplicity is 1. The energy relative to the best compared isomer or geometry (same formula, charge and spin) is 34.42 kcal per mole. Its molar mass is 63.01 g/mol. The LUMO energy is -23.471 eV. The gap between HOMO and LUMO comes out at 6.9 eV. As for the charge: +3. The calculation puts the HOMO energy at -30.33 eV. For the calculated total energy, the calculation gives -393.68839 hartree.

***

Record 7
This record from the OMol25 dataset describes a molecular structure, AlH6O3. The level of theory is ωB97M-V with the def2-TZVPD basis set.

Geometry as XYZ:
```
10
Properties=species:S:1:pos:R:3
H 2.919 0.878 0.642
O -1.076 -1.121 -0.895
H -2.021 1.172 -0.008
H 2.640 -0.590 0.887
Al 0.556 0.313 -0.889
H -1.460 -1.276 -0.033
O 2.488 0.115 0.257
O -1.145 0.939 0.299
H -1.186 1.049 1.249
H -1.714 -1.480 -1.511
```

Its spin multiplicity is 1. The energy relative to the best compared isomer or geometry (same formula, charge and spin) is 0.61 kcal per mole. Its molar mass is 81.03 g/mol. The LUMO energy is -20.256 eV. The gap between HOMO and LUMO comes out at 7.9 eV. As for the charge: +3. The calculation puts the HOMO energy at -28.13 eV. For the calculated total energy, the calculation gives -470.33014 hartree.

***

Record 8
This record from the OMol25 dataset describes a molecular structure, AlI2O2V. The level of theory is ωB97M-V with the def2-TZVPD basis set.

Geometry as XYZ:
```
6
Properties=species:S:1:pos:R:3
I 2.038 -1.665 -1.442
V -0.062 -0.399 -0.043
O -1.404 -0.651 -0.705
O 0.229 1.190 0.037
I -0.271 -2.382 1.933
Al -0.530 3.906 0.220
```

Its spin multiplicity is 1. The energy relative to the best compared isomer or geometry (same formula, charge and spin) is 0.00 kcal per mole. Its molar mass is 363.73 g/mol. The LUMO energy is -13.684 eV. The gap between HOMO and LUMO comes out at 4.6 eV. As for the charge: +2. The calculation puts the HOMO energy at -18.28 eV. For the calculated total energy, the calculation gives -1931.54493 hartree.